Record 1
The following is a DFT calculation (ωB97M-V with the def2-TZVPD basis set) of C5H6O2 in the gas phase.

Results
Molecular weight in g/mol: 98.10
Energy relative to the best compared isomer or geometry (same formula, charge and spin) in eV: 2.343
Structure (SMILES): C=C=C(O)CC=O
Frontier orbital gap in eV: 9.76
Total charge: 0
Max |F| in Eh/bohr: 0.0109

```
13
Properties=species:S:1:pos:R:3:forces:R:3:lowdin_charge:R:1
C -1.85260 -0.34188 1.94121 0.1 0.1 0.0 0.02
C -0.85821 -0.25828 1.10322 0.0 -0.1 0.0 -0.03
C 0.09616 -0.42118 0.22036 -0.3 0.2 0.2 -0.35
O 0.19217 -1.68521 -0.31566 -0.1 -0.1 -0.1 0.04
C 1.00714 0.65084 -0.32726 0.1 -0.1 0.0 -0.10
C 0.74646 0.85747 -1.80884 0.2 -0.1 -0.2 -0.25
O 1.52167 0.53931 -2.67717 -0.4 0.1 0.4 0.06
H -1.68293 -0.55357 2.99329 0.0 0.1 -0.1 0.06
H -2.88506 -0.23511 1.61782 0.1 0.1 0.0 0.06
H 1.05645 -1.83605 -0.69525 0.4 0.1 -0.2 0.10
H 2.06292 0.37924 -0.21355 -0.1 -0.1 0.1 0.13
H 0.83210 1.59001 0.20925 -0.1 -0.2 -0.1 0.13
H -0.23627 1.31441 -2.04742 0.1 -0.1 -0.1 0.13
```
Positions in Å, forces in eV/Å.


Record 2
The following is a DFT calculation (ωB97M-V with the def2-TZVPD basis set) of 2 unconnected molecules or ions with the total composition C4H12OS2.

Results
Molecular weight in g/mol: 140.27
Energy relative to the best compared isomer or geometry (same formula, charge and spin) in eV: 0.476
Structure (SMILES): CCCSSC.O
Frontier orbital gap in eV: 9.22
Total charge: 0
Max |F| in Eh/bohr: 0.0365

```
19
Properties=species:S:1:pos:R:3:forces:R:3:lowdin_charge:R:1
C 0.10487 -1.52152 -1.64713 0.1 -0.1 1.4 -0.13
C 1.30548 -1.36469 -0.67051 0.3 -0.9 -0.9 -0.33
C 0.94850 -0.49468 0.53287 -0.1 0.5 -0.7 -0.53
S 0.30601 1.17658 0.03874 -1.1 -0.1 0.8 0.51
S -1.66104 1.18886 0.94886 1.2 -0.2 -1.5 0.44
C -2.63690 0.82238 -0.57103 0.3 0.4 -0.2 -0.48
H -0.73646 -1.69806 -0.95115 -0.1 -0.2 -0.8 0.06
H 0.20217 -2.32614 -2.38502 0.0 0.1 0.3 0.07
H -0.08569 -0.57645 -2.15098 0.0 0.0 -0.1 0.04
H 2.16770 -1.01652 -1.26401 -0.2 0.3 0.5 0.10
H 1.66293 -2.35681 -0.27822 -0.6 0.7 -0.3 0.11
H 1.84245 -0.33316 1.15392 -0.7 -0.1 0.2 0.07
H 0.06250 -0.90807 1.03912 0.7 -0.1 0.3 0.05
H -2.37544 1.56898 -1.34883 -0.4 -0.4 0.6 0.03
H -3.70390 0.84569 -0.33425 0.2 0.2 0.1 0.03
H -2.40818 -0.16155 -0.97628 0.1 0.0 0.2 0.00
O 1.86105 2.25645 2.65139 0.3 -0.2 -0.3 -0.08
H 1.06640 2.79060 2.64347 -0.2 0.1 0.0 0.02
H 2.07754 2.10812 3.56906 0.0 0.0 0.4 0.03
```
Positions in Å, forces in eV/Å.


Record 3
The following is a DFT calculation (ωB97M-V with the def2-TZVPD basis set) of a gas-phase ion, C7H13N2S (charge +1).

Results
Molecular weight in g/mol: 157.26
Energy relative to the best compared isomer or geometry (same formula, charge and spin) in eV: 2.683
Structure (SMILES): C[NH+](C)[C@@H](S)c1cc[nH]c1
Frontier orbital gap in eV: 9.67
Total charge: +1
Max |F| in Eh/bohr: 0.0954

```
23
Properties=species:S:1:pos:R:3:forces:R:3:lowdin_charge:R:1
C 2.21857 0.36576 1.72910 -0.7 -0.3 3.5 -0.06
N 0.79863 0.42225 1.37332 2.6 -0.1 -4.1 -0.15
C 0.67687 1.62478 0.54415 1.7 1.1 -1.2 -0.05
C 0.53167 -0.94219 0.20068 -1.6 1.3 2.2 -0.45
S 0.30221 -2.31276 1.29228 0.8 -0.8 0.1 0.88
C -0.56929 -0.56546 -0.65969 1.2 -0.3 -1.2 -0.34
C -1.92826 -0.71191 -0.47430 -3.7 0.6 1.4 -0.08
C -2.57589 -0.38204 -1.65264 -2.6 -0.2 0.6 -0.08
N -1.60492 -0.13208 -2.56092 -1.2 0.7 -1.9 0.04
C -0.40949 -0.19117 -1.99745 -0.4 -0.9 1.5 -0.07
H 2.73757 0.30181 0.83124 1.4 0.4 -1.2 0.08
H 2.43477 1.21538 2.43029 0.2 -0.5 -1.2 0.13
H 2.40989 -0.51474 2.34948 0.0 -0.2 -0.3 0.09
H 0.26059 0.36373 2.18786 -1.6 0.0 1.1 0.13
H 0.86355 1.54818 -0.57785 0.7 -1.0 1.5 0.13
H -0.31233 1.82965 0.42388 -2.9 1.3 0.5 0.06
H 1.33490 2.46557 0.86641 -0.9 -0.6 0.2 0.12
H 1.49279 -0.83394 -0.25514 0.5 -0.6 -0.2 0.10
H -1.02099 -2.28132 1.51477 0.0 0.3 -0.4 -0.10
H -2.55689 -0.81520 0.46076 1.2 -0.2 -1.1 0.14
H -3.73881 -0.27641 -1.84157 3.0 -0.3 0.2 0.17
H -1.74822 0.05146 -3.56545 0.0 -0.1 1.0 0.19
H 0.40306 -0.22936 -2.61921 2.2 0.2 -1.1 0.12
```
Positions in Å, forces in eV/Å.


Record 4
The following is a DFT calculation (ωB97M-V with the def2-TZVPD basis set) of a molecular structure, C9H28N14O13Zn2.

Results
Molecular weight in g/mol: 671.19
Energy relative to the best compared isomer or geometry (same formula, charge and spin) in eV: 0.000
Frontier orbital gap in eV: 7.48
Total charge: 0
Max |F| in Eh/bohr: 0.2043

```
66
Properties=species:S:1:pos:R:3:forces:R:3:lowdin_charge:R:1
Zn -0.11980 2.76616 1.22198 -0.5 0.1 -1.0 0.91
Zn -1.77604 0.24539 0.60707 -1.0 -0.7 0.3 0.68
C 0.54662 0.36268 1.75510 -5.0 6.3 -6.7 -0.67
O 0.14170 -0.27891 0.74353 2.9 -7.1 -2.2 -0.11
O 1.30648 1.35774 1.38566 6.4 0.6 1.2 -0.17
O -0.50872 0.92297 2.18162 -3.7 1.0 6.9 -0.11
C -2.47284 2.61573 0.06227 2.7 -5.7 6.8 -0.69
O -1.99531 3.44182 0.89219 -2.8 5.6 1.5 -0.06
O -3.25609 1.64117 0.37939 -5.9 2.4 -0.4 -0.07
O -1.43727 1.97484 -0.32151 7.0 -1.8 -6.3 -0.23
C 0.13054 1.79618 -3.39737 1.1 0.0 -2.4 -0.70
O 0.56734 2.07126 -4.52824 -0.7 -0.1 1.2 -0.01
N 0.90025 1.67471 -2.30760 1.6 -0.1 1.6 0.16
N -1.12030 1.44754 -3.05881 -1.3 -0.1 -0.3 0.16
H 0.42439 1.57554 -1.41615 0.5 0.2 -0.1 0.06
H 1.86135 1.97051 -2.30599 -0.1 0.1 -0.2 0.10
H -1.21928 1.52664 -2.05016 -1.2 0.0 -0.1 0.04
H -1.87824 1.73870 -3.65415 0.1 0.0 0.0 0.11
C -3.78975 -1.30671 2.54755 1.0 0.2 -1.2 -0.63
O -2.80932 -0.84903 1.93687 -0.2 -0.9 0.6 0.01
N -4.69276 -0.50769 3.07449 -1.4 1.8 1.2 0.19
N -4.04221 -2.60433 2.66813 0.1 -2.1 -0.2 0.20
H -5.48719 -0.83750 3.59382 0.1 -0.1 -0.1 0.11
H -4.52383 0.48586 3.07994 0.1 -0.1 -0.2 0.13
H -4.81522 -2.99938 3.17386 -0.1 0.5 0.1 0.11
H -3.46880 -3.30107 2.21542 0.5 0.4 0.1 0.10
C 4.60424 1.21326 0.61659 2.2 -0.1 1.2 -0.73
O 5.81230 1.37497 0.44299 -0.3 -0.5 -1.0 0.01
N 4.07680 1.65799 1.75827 -1.7 1.0 1.4 0.14
N 3.76919 0.50050 -0.15431 0.2 -0.6 -1.7 0.17
H 3.09213 1.45959 1.93153 0.2 0.0 0.3 0.06
H 4.71641 1.82967 2.51410 0.0 0.2 -0.2 0.12
H 4.27225 -0.18238 -0.69716 -0.4 0.2 -0.4 0.11
H 2.76326 0.54469 -0.10005 0.0 -0.2 0.5 0.06
C -0.09440 -3.86346 2.80547 -1.0 0.4 -1.0 -0.69
O -1.24838 -4.20739 2.60367 -0.6 -0.4 0.7 0.02
N 0.47533 -2.90181 2.04952 1.1 0.2 0.3 0.17
N 0.71130 -4.38808 3.75288 0.5 -0.9 1.0 0.15
H -0.08841 -2.34134 1.43342 0.1 -0.1 -0.3 0.08
H 1.46500 -3.02234 1.90609 -0.1 0.6 -0.4 0.10
H 0.30787 -5.00491 4.43723 -0.1 0.0 -0.3 0.10
H 1.60416 -4.00173 4.00427 -0.2 0.3 -0.2 0.10
C 1.91114 4.76768 -0.12349 -0.8 -2.0 -0.4 -0.62
O 0.82400 4.14229 0.01070 0.6 0.3 0.9 -0.02
N 3.11853 4.26174 0.12733 -0.1 0.0 0.3 0.22
N 1.90338 5.94358 -0.71608 -0.4 1.1 -0.2 0.19
H 3.21704 3.34266 0.53359 0.3 0.1 0.2 0.08
H 3.89107 4.86418 -0.09344 0.4 -0.6 0.3 0.12
H 0.97928 6.32189 -0.85143 0.4 0.4 -0.3 0.13
H 2.77562 6.41593 -0.87085 -0.4 0.5 -0.2 0.12
C -2.93212 -1.78771 -1.53115 1.2 -0.3 -3.4 -0.57
O -2.32846 -0.95658 -0.84718 -0.8 -1.1 -0.5 0.02
N -3.75965 -1.45622 -2.57229 -0.9 2.4 1.2 0.16
N -2.57600 -3.05941 -1.72954 1.0 -1.2 2.7 0.17
H -4.19639 -2.14810 -3.14430 0.1 0.2 -0.3 0.09
H -3.60107 -0.50311 -2.86373 -0.7 -0.1 -0.3 0.11
H -1.65290 -3.30703 -1.38632 -0.2 -0.3 0.0 0.08
H -3.00802 -3.63048 -2.42517 0.1 0.1 -0.1 0.10
C 1.14789 -2.58211 -2.27493 0.9 -0.2 1.1 -0.67
O 0.14111 -3.16807 -1.92134 -0.7 -0.1 0.0 0.02
N 1.71496 -1.57853 -1.57133 -0.1 1.1 0.8 0.18
N 1.92097 -3.05585 -3.26876 0.2 -0.5 -1.1 0.16
H 1.16059 -1.07206 -0.88923 -0.3 -0.3 0.1 0.06
H 2.51146 -1.05853 -1.89426 -0.1 -0.2 -0.4 0.08
H 2.64132 -2.49369 -3.68780 -0.1 -0.1 -0.1 0.10
H 1.49147 -3.80048 -3.79244 0.2 0.1 -0.2 0.11
```
Positions in Å, forces in eV/Å.


Record 5
The following is a DFT calculation (ωB97M-V with the def2-TZVPD basis set) of a molecular structure, C4H16AgO10P.

Results
Molecular weight in g/mol: 363.00
Energy relative to the best compared isomer or geometry (same formula, charge and spin) in eV: 0.000
2S+1: 2
Frontier orbital gap (spin up / spin down) in eV: 5.47 / 5.37
Total charge: -1
Max |F| in Eh/bohr: 0.0859
<S²>: 0.76

```
32
Properties=species:S:1:pos:R:3:forces:R:3:lowdin_charge:R:1
Ag 17.20660 -23.37408 13.23640 1.2 0.5 0.1 0.91
P 19.44837 -23.29593 11.64039 2.8 0.1 -3.4 -0.03
O 20.20513 -21.99080 11.57952 -1.0 0.7 1.1 -0.41
O 19.28325 -23.87525 13.08034 -0.2 -0.5 0.9 -0.38
O 20.08209 -24.25292 10.62246 -1.5 -0.2 1.3 -0.41
O 17.86107 -23.06303 11.32249 0.7 -0.1 -0.5 -0.45
O 16.33451 -23.74717 15.25483 -0.5 -0.1 1.0 -0.07
H 16.47511 -24.64867 15.54423 0.1 -0.4 -0.1 0.06
H 16.57920 -23.21186 16.00969 0.2 0.3 0.1 0.06
O 17.82306 -21.28280 13.96376 -0.1 0.9 1.0 -0.08
H 18.37769 -20.84846 13.31572 0.7 -0.1 -0.7 0.04
H 17.28632 -20.57993 14.32996 -0.2 0.2 0.0 0.04
C 15.56216 -25.28343 11.96196 -1.4 -0.3 0.0 -0.21
C 14.50449 -24.19789 12.23437 0.0 -0.6 -0.5 -0.22
O 15.03674 -23.03018 12.80193 -0.8 0.3 0.5 -0.12
O 16.44907 -25.53098 13.06576 -0.7 -0.7 -0.6 -0.12
H 16.03215 -25.11551 10.99294 0.6 0.1 0.3 0.12
H 15.00099 -26.21777 11.94782 -0.5 0.0 -0.8 0.11
H 13.71773 -24.65483 12.83464 -0.1 0.2 0.5 0.11
H 14.04383 -23.86921 11.30278 0.0 -0.7 -0.4 0.12
H 14.47460 -22.30054 12.53132 0.4 0.3 0.0 0.11
H 16.89211 -26.31027 12.72223 0.8 0.0 0.5 0.11
C 15.85528 -22.36427 8.84542 -1.2 0.7 -0.3 -0.30
C 16.28581 -20.93515 9.26001 0.7 -1.0 0.9 -0.21
O 16.63455 -20.86934 10.66432 -1.4 1.2 -1.4 -0.11
O 16.71921 -23.41926 9.02726 0.2 -0.2 -0.9 -0.06
H 15.59293 -22.41293 7.78858 -0.1 0.5 -0.3 0.11
H 14.92275 -22.57251 9.36993 -0.6 0.0 0.4 0.09
H 15.48474 -20.20723 9.13150 -0.2 -0.2 -0.3 0.10
H 17.12561 -20.65956 8.62212 0.3 0.3 0.1 0.11
H 17.19243 -21.62351 10.86828 0.9 -0.8 0.4 -0.02
H 17.15672 -23.32076 9.87607 0.9 -0.2 1.1 0.00
```
Positions in Å, forces in eV/Å.


Record 6
The following is a DFT calculation (ωB97M-V with the def2-TZVPD basis set) of a molecular structure, C38H30ClN6O4SSr.

Results
Molecular weight in g/mol: 789.84
Energy relative to the best compared isomer or geometry (same formula, charge and spin) in eV: 1.913
Frontier orbital gap in eV: 6.48
Total charge: -1
Max |F| in Eh/bohr: 0.0633

```
81
Properties=species:S:1:pos:R:3:forces:R:3:lowdin_charge:R:1
Sr 0.00398 -0.77310 0.27229 0.0 -1.7 1.7 1.51
N -1.25692 -2.82190 4.42659 0.1 0.2 0.3 0.03
C -1.30522 -2.38520 3.12029 -0.2 -0.8 -0.4 -0.96
S -0.89952 -3.49610 1.92659 0.2 -0.3 -0.4 0.58
N -1.85982 -1.20680 2.97129 -0.7 0.8 1.7 -0.02
N -1.71232 -0.44650 1.92189 -1.0 0.6 -0.1 -0.05
C -2.63662 0.43710 1.64719 -0.1 -0.8 1.0 -0.20
C -3.92782 0.47290 2.37449 -0.1 -0.1 0.1 -0.18
C -3.95752 0.61290 3.76019 0.0 0.1 -0.1 -0.03
C -5.16412 0.61810 4.43669 0.0 0.1 0.1 -0.09
C -6.35592 0.48100 3.74429 -0.1 0.0 0.0 -0.11
C -6.33532 0.32360 2.36749 -0.2 0.0 0.0 -0.09
C -5.13132 0.31930 1.68689 0.2 -0.1 0.1 -0.04
C -2.39602 1.40000 0.60179 -0.2 0.8 -0.7 -0.20
C -3.25732 2.49940 0.39449 0.1 -0.3 0.3 -0.01
C -2.98812 3.38870 -0.62131 0.3 0.0 -0.3 -0.07
C -1.87342 3.17750 -1.42501 -0.2 0.1 0.1 -0.05
C -1.07262 2.08230 -1.14271 0.0 0.5 -0.5 -0.12
N -1.31182 1.23190 -0.16901 -0.8 0.8 0.2 0.03
H -0.74252 -3.67190 4.58109 0.0 0.1 -0.1 0.05
H -1.21342 -2.11250 5.14019 -0.1 0.0 0.0 0.07
H -3.02632 0.72250 4.29729 0.0 -0.1 0.0 0.11
H -5.18072 0.73310 5.51289 0.0 0.0 0.0 0.09
H -7.29712 0.49750 4.27759 0.0 0.0 0.0 0.09
H -7.26542 0.19810 1.82819 0.0 0.0 -0.1 0.10
H -5.11352 0.18320 0.61399 0.0 0.0 -0.1 0.12
H -4.11742 2.64540 1.03409 0.1 0.0 0.0 0.11
H -3.64052 4.23510 -0.79641 0.0 0.0 0.0 0.10
H -1.63722 3.84310 -2.24021 0.1 0.0 -0.1 0.10
H -0.19472 1.87760 -1.73611 0.1 0.0 -0.1 0.11
Cl -2.07952 -0.19820 -6.48141 0.0 0.1 -0.3 0.60
C -1.91072 -0.59510 -4.79271 0.3 -0.1 -0.1 -0.70
C -3.00952 -0.41950 -3.94451 0.1 0.0 0.2 -0.12
C -2.88042 -0.73150 -2.62441 -0.2 0.0 0.0 -0.01
C -1.67672 -1.26820 -2.06241 -0.3 -0.2 -0.8 -0.41
O -1.62172 -1.54390 -0.84551 -2.6 -1.3 -1.4 -0.27
C -0.57142 -1.44650 -2.97241 -0.6 0.4 0.0 -0.14
C 0.68678 -1.93030 -2.52901 0.8 -0.5 0.2 -0.10
N 0.92628 -2.36100 -1.34201 -0.6 -0.4 -1.0 0.00
C 2.11428 -2.91030 -0.98271 1.2 -0.7 -0.4 -0.21
C 2.88138 -3.69690 -1.83531 -0.5 0.4 0.2 -0.02
C 4.07508 -4.28020 -1.41281 0.5 0.0 0.3 -0.09
C 4.53258 -4.10540 -0.13201 0.0 -0.2 -0.3 -0.06
C 3.76718 -3.36420 0.78919 -0.3 0.2 -0.1 -0.15
C 4.14188 -3.20630 2.13879 -0.2 0.1 0.2 -0.02
C 3.31818 -2.52560 2.99429 0.3 -0.2 -0.1 -0.04
C 2.14698 -1.95560 2.47799 -0.1 0.0 -0.1 -0.15
N 1.79528 -2.04520 1.22329 1.1 -0.6 0.8 -0.03
C 2.55118 -2.75330 0.37199 0.8 -0.5 -0.1 -0.15
C -0.72442 -1.08920 -4.32091 -0.2 0.1 -0.1 -0.08
H -3.93732 -0.03110 -4.34061 0.0 0.0 0.0 0.10
H -3.69922 -0.60130 -1.93141 -0.1 0.0 0.0 0.11
H 1.50068 -1.87500 -3.26931 0.0 -0.1 0.0 0.13
H 2.52388 -3.88010 -2.83961 -0.1 0.0 0.0 0.11
H 4.64308 -4.87560 -2.11501 0.1 -0.1 0.0 0.10
H 5.45818 -4.55710 0.19839 0.1 -0.1 0.0 0.10
H 5.07148 -3.63710 2.48589 0.1 -0.1 0.0 0.11
H 3.55648 -2.42240 4.04359 0.0 0.0 0.0 0.10
H 1.47028 -1.41090 3.12379 0.0 0.1 0.1 0.11
H 0.10178 -1.22380 -5.00511 0.1 0.0 0.0 0.10
C 4.24728 2.32470 -4.44971 0.0 -0.2 -0.2 -0.10
O 4.27148 3.20890 -3.35761 -0.2 0.1 0.6 -0.09
C 3.57148 2.83230 -2.23751 0.0 0.0 -0.1 -0.28
C 3.57518 3.74780 -1.16401 0.1 0.2 -0.1 -0.04
C 2.90348 3.43830 -0.01321 0.1 0.1 -0.1 -0.04
C 2.19838 2.23310 0.16129 -0.1 -0.3 -0.5 -0.10
C 1.52348 1.86750 1.37429 0.0 0.3 0.8 -0.38
C 1.34778 2.87850 2.50149 0.1 -0.2 -0.2 0.01
O 1.04608 0.74910 1.57789 1.0 1.5 1.2 -0.14
C 2.15878 1.30350 -0.94171 0.6 0.7 0.0 -0.37
O 1.50678 0.23290 -0.93531 1.5 1.0 -1.4 -0.22
C 2.88958 1.65660 -2.11751 0.1 -0.2 -0.4 0.05
H 4.78968 2.82220 -5.25331 0.0 -0.1 0.0 0.09
H 3.22118 2.12020 -4.77431 0.1 0.0 0.0 0.09
H 4.74088 1.37670 -4.20591 -0.1 0.1 0.0 0.10
H 4.11658 4.67510 -1.27491 0.0 0.1 0.0 0.10
H 2.94078 4.15920 0.79069 0.0 0.0 0.0 0.10
H 2.06978 3.68530 2.49019 0.0 0.1 0.0 0.05
H 1.40348 2.34560 3.44909 0.0 0.0 0.0 0.08
H 0.34418 3.29310 2.41359 -0.1 0.1 0.0 0.09
H 2.84868 0.92370 -2.90861 0.0 0.0 -0.1 0.11
```
Positions in Å, forces in eV/Å.


Please write out number 3 again, unchanged.
The following is a DFT calculation (ωB97M-V with the def2-TZVPD basis set) of a gas-phase ion, C7H13N2S (charge +1).

Results
Molecular weight in g/mol: 157.26
Energy relative to the best compared isomer or geometry (same formula, charge and spin) in eV: 2.683
Structure (SMILES): C[NH+](C)[C@@H](S)c1cc[nH]c1
Frontier orbital gap in eV: 9.67
Total charge: +1
Max |F| in Eh/bohr: 0.0954

```
23
Properties=species:S:1:pos:R:3:forces:R:3:lowdin_charge:R:1
C 2.21857 0.36576 1.72910 -0.7 -0.3 3.5 -0.06
N 0.79863 0.42225 1.37332 2.6 -0.1 -4.1 -0.15
C 0.67687 1.62478 0.54415 1.7 1.1 -1.2 -0.05
C 0.53167 -0.94219 0.20068 -1.6 1.3 2.2 -0.45
S 0.30221 -2.31276 1.29228 0.8 -0.8 0.1 0.88
C -0.56929 -0.56546 -0.65969 1.2 -0.3 -1.2 -0.34
C -1.92826 -0.71191 -0.47430 -3.7 0.6 1.4 -0.08
C -2.57589 -0.38204 -1.65264 -2.6 -0.2 0.6 -0.08
N -1.60492 -0.13208 -2.56092 -1.2 0.7 -1.9 0.04
C -0.40949 -0.19117 -1.99745 -0.4 -0.9 1.5 -0.07
H 2.73757 0.30181 0.83124 1.4 0.4 -1.2 0.08
H 2.43477 1.21538 2.43029 0.2 -0.5 -1.2 0.13
H 2.40989 -0.51474 2.34948 0.0 -0.2 -0.3 0.09
H 0.26059 0.36373 2.18786 -1.6 0.0 1.1 0.13
H 0.86355 1.54818 -0.57785 0.7 -1.0 1.5 0.13
H -0.31233 1.82965 0.42388 -2.9 1.3 0.5 0.06
H 1.33490 2.46557 0.86641 -0.9 -0.6 0.2 0.12
H 1.49279 -0.83394 -0.25514 0.5 -0.6 -0.2 0.10
H -1.02099 -2.28132 1.51477 0.0 0.3 -0.4 -0.10
H -2.55689 -0.81520 0.46076 1.2 -0.2 -1.1 0.14
H -3.73881 -0.27641 -1.84157 3.0 -0.3 0.2 0.17
H -1.74822 0.05146 -3.56545 0.0 -0.1 1.0 0.19
H 0.40306 -0.22936 -2.61921 2.2 0.2 -1.1 0.12
```
Positions in Å, forces in eV/Å.